Below is a single C9H20IN4O3PS molecule at a distorted geometry, with properties calculated with ωB97M-V with the def2-TZVPD basis set.

Properties
HOMO energy: -9.649 eV
relative energy (zero: lowest compared OMol25 entry of this formula, charge and spin): 0.0 kcal per mole
frontier orbital gap: 9.496 eV
net charge: 0
LUMO: -0.15 eV
multiplicity: 1
largest force on an atom: 0.0359 hartree/bohr

Each atom is followed by the atoms it is bonded to, with distances in Å.
Geometry (Å):
1 N 2.34 1.89 0.20  C2 1.457, H20 1.014, H21 1.015
2 C 2.46 0.52 0.66  N1 1.457, N3 1.475, N4 1.457, C5 1.561
3 N 3.50 0.54 1.70  C2 1.475, H22 1.018, H23 1.018
4 N 3.01 -0.26 -0.45  C2 1.457, H24 1.016, H25 1.014
5 C 1.18 -0.10 1.30  C2 1.561, C6 1.534, H26 1.091, H27 1.090
6 C -0.13 -0.16 0.51  C5 1.534, C7 1.538, O11 1.483, C17 1.552
7 C -0.90 1.17 0.59  C6 1.538, C8 1.526, H28 1.091, H29 1.090
8 C -2.08 1.42 -0.35  C7 1.526, C9 1.538, H30 1.087, H31 1.090
9 C -2.77 2.73 0.07  C8 1.538, I10 2.155, H32 1.084, H33 1.082
10 I -1.78 4.40 -0.85  C9 2.155
11 O -0.94 -1.05 1.38  C6 1.483, C12 1.367
12 C -1.78 -1.84 0.64  O11 1.367, N13 1.507, H34 1.098, H35 1.088
13 N -0.98 -2.19 -0.58  C12 1.507, C14 1.617, C17 1.478, H36 1.020
14 C -0.18 -3.55 -0.22  N13 1.617, O15 1.207, O16 1.196
15 O -0.75 -4.50 -0.70  C14 1.207
16 O 0.78 -3.35 0.47  C14 1.196
17 C -0.10 -1.02 -0.78  C6 1.552, N13 1.478, P18 1.830, H37 1.091
18 P -0.20 -0.32 -2.47  C17 1.830, S19 1.930, H38 1.401, H39 1.405
19 S 0.48 -1.56 -3.78  P18 1.930
20 H 1.97 2.48 0.95  N1 1.014
21 H 1.65 1.96 -0.54  N1 1.015
22 H 3.15 1.13 2.46  N3 1.018
23 H 3.53 -0.38 2.13  N3 1.018
24 H 2.88 -1.25 -0.30  N4 1.016
25 H 2.52 -0.04 -1.31  N4 1.014
26 H 0.94 0.48 2.20  C5 1.091
27 H 1.42 -1.13 1.57  C5 1.090
28 H -0.25 2.04 0.51  C7 1.091
29 H -1.30 1.20 1.60  C7 1.090
30 H -1.76 1.60 -1.37  C8 1.087
31 H -2.84 0.64 -0.31  C8 1.090
32 H -2.65 2.93 1.13  C9 1.084
33 H -3.81 2.78 -0.24  C9 1.082
34 H -2.70 -1.38 0.28  C12 1.098
35 H -2.09 -2.72 1.20  C12 1.088
36 H -1.52 -2.48 -1.40  N13 1.020
37 H 0.89 -1.49 -0.80  C17 1.091
38 H -1.56 -0.09 -2.69  P18 1.401
39 H 0.39 0.95 -2.41  P18 1.405